The following is a DFT calculation (the ωB97M-V functional and the def2-TZVPD basis) of a molecular structure, C54H41AsCl2N4O8S2W.

Calculated values
E_tot: -188371.28855 eV
LUMO: -0.24846 Ha

ORCA input file:
```
! RIJCOSX wB97M-V def2-TZVPD def2/J DEFGRID3
* xyz 2 1
W 0.731 0.288 0.167
C -5.271 7.188 1.280
O -4.261 6.390 1.886
C -4.604 5.178 2.352
C -3.583 4.469 3.000
C -3.819 3.212 3.506
C -5.091 2.639 3.382
C -6.115 3.372 2.797
C -5.879 4.626 2.255
N -5.497 1.375 3.894
N -4.751 0.395 4.026
C -3.426 0.329 3.494
C -2.408 -0.030 4.346
C -1.098 -0.248 3.888
C -0.844 -0.157 2.546
O 0.350 -0.367 1.958
C -1.854 0.246 1.667
N -1.448 0.466 0.374
C -2.366 0.850 -0.499
C -3.723 0.935 -0.177
C -4.136 0.723 1.111
C -3.173 0.440 2.101
H -4.785 8.114 0.991
H -6.074 7.406 1.987
H -5.680 6.698 0.394
H -2.617 4.941 3.100
H -3.026 2.704 4.035
H -7.108 2.942 2.773
H -6.692 5.169 1.797
H -2.631 -0.134 5.400
H -0.312 -0.538 4.574
H -2.038 1.122 -1.487
H -4.420 1.195 -0.961
H -5.185 0.776 1.372
Cl 5.724 -1.832 -2.342
C 4.915 -0.402 -1.826
C 5.597 0.785 -1.624
C 4.857 1.888 -1.238
C 3.497 1.758 -1.034
N 2.839 0.605 -1.215
C 3.553 -0.454 -1.613
H 6.668 0.838 -1.771
H 5.323 2.851 -1.089
H 2.911 2.613 -0.728
H 3.034 -1.380 -1.808
C -3.682 0.626 -4.744
C -2.632 1.532 -4.664
C -1.473 1.199 -3.979
C -1.370 -0.048 -3.371
C -2.416 -0.961 -3.454
C -3.572 -0.621 -4.143
As 0.248 -0.566 -2.451
C 0.423 -2.440 -2.854
C -0.271 -3.532 -2.355
C 0.005 -4.795 -2.854
C 0.966 -4.959 -3.842
C 1.635 -3.863 -4.366
C 1.360 -2.587 -3.888
C 1.969 -1.345 -4.409
C 2.884 -1.282 -5.454
C 3.394 -0.056 -5.852
C 3.000 1.114 -5.217
C 2.085 1.069 -4.176
C 1.575 -0.157 -3.785
H -4.580 0.887 -5.286
H -2.708 2.496 -5.147
H -0.659 1.911 -3.948
H -2.343 -1.938 -2.995
H -4.381 -1.335 -4.214
H -1.027 -3.409 -1.593
H -0.531 -5.653 -2.470
H 1.184 -5.949 -4.220
H 2.359 -4.007 -5.156
H 3.197 -2.182 -5.965
H 4.104 -0.011 -6.667
H 3.406 2.065 -5.534
H 1.795 1.986 -3.679
Cl 1.790 -8.065 1.267
C 1.523 -6.392 0.982
C 2.572 -5.608 0.508
C 2.356 -4.265 0.276
C 1.093 -3.718 0.508
C 0.050 -4.510 0.986
C 0.265 -5.851 1.232
C 0.849 -2.321 0.208
O -0.285 -1.783 0.088
O 1.814 -1.483 0.041
H 3.537 -6.060 0.325
H 3.159 -3.643 -0.101
H -0.921 -4.068 1.173
H -0.524 -6.485 1.610
C 3.317 2.217 2.847
C 2.876 0.855 2.445
O 2.528 0.695 1.245
C 2.876 -0.237 3.401
C 2.825 0.038 4.774
C 2.795 -1.002 5.684
C 2.855 -2.317 5.235
C 2.942 -2.597 3.875
C 2.947 -1.563 2.960
H 3.426 2.854 1.975
H 4.232 2.181 3.437
H 2.534 2.650 3.478
H 2.778 1.058 5.130
H 2.737 -0.793 6.743
H 2.850 -3.128 5.951
H 3.015 -3.622 3.536
H 3.040 -1.762 1.904
O 0.413 1.987 1.306
S 0.426 3.320 0.515
O -0.779 4.032 0.751
O 1.688 3.974 0.658
S 0.376 2.237 -1.265
*
```

***

The following is a DFT calculation (the ωB97M-V functional and the def2-TZVPD basis) of a molecular structure, C11H20AgCl10O3 in a non-equilibrium geometry.

Calculated values
E_tot: -147095.42035 eV
LUMO (spin up / spin down): -0.07536 / -0.11386 Ha

ORCA input file:
```
! RIJCOSX wB97M-V def2-TZVPD def2/J DEFGRID3
* xyz 0 2
Ag 5.818 10.454 20.338
C 6.773 9.009 18.315
O 6.692 8.896 17.092
O 7.388 9.998 18.812
O 6.004 8.503 19.116
Cl 9.619 6.498 19.151
C 8.073 5.610 19.246
C 7.581 5.428 17.830
Cl 8.541 4.160 17.121
H 7.386 6.314 19.716
H 8.136 4.754 19.918
H 7.598 6.287 17.158
H 6.577 5.003 17.842
Cl 11.284 8.539 16.247
C 9.814 9.432 16.784
C 10.093 10.941 16.817
Cl 9.781 11.673 15.253
H 9.577 8.945 17.730
H 9.071 9.174 16.029
H 11.094 11.090 17.221
H 9.461 11.407 17.572
Cl 1.995 6.693 23.445
C 2.775 7.857 22.270
C 3.014 7.075 20.943
Cl 1.500 6.871 20.004
H 3.661 8.275 22.749
H 2.073 8.657 22.039
H 3.505 6.107 21.043
H 3.657 7.701 20.324
Cl 7.568 9.815 22.258
C 9.105 9.030 21.804
C 10.154 9.896 21.163
Cl 10.582 11.194 22.287
H 8.733 8.216 21.181
H 9.556 8.557 22.677
H 9.899 10.336 20.199
H 11.054 9.332 20.914
Cl 5.835 14.213 16.590
C 6.656 12.655 16.772
C 6.431 11.731 15.529
Cl 4.674 11.228 15.252
H 6.250 12.179 17.665
H 7.715 12.904 16.841
H 7.093 10.865 15.500
H 6.622 12.413 14.700
*
```

***

The following is a DFT calculation (the ωB97M-V functional and the def2-TZVPD basis) of a molecular structure, C18H23HgN5O3 in a non-equilibrium geometry.

Calculated values
E_tot: -36779.23780 eV
LUMO (spin up / spin down): -0.27522 / -0.27981 Ha

ORCA input file:
```
! RIJCOSX wB97M-V def2-TZVPD def2/J DEFGRID3
* xyz 2 1
C -2.890 6.242 -2.614
C -2.320 5.590 -3.746
H -2.145 6.352 -1.738
H -3.723 5.725 -2.088
C -1.750 4.563 -4.574
C -1.113 3.406 -4.651
H -0.714 3.115 -3.630
H -1.887 2.582 -4.720
C -2.566 7.022 -4.409
H -2.982 7.761 -3.658
H -3.303 6.944 -5.211
H -1.624 7.440 -4.763
C -1.693 4.961 -6.064
H -0.971 5.722 -6.111
H -2.652 5.199 -6.456
H -1.301 4.072 -6.542
Hg 0.448 -0.130 -0.471
O -1.236 1.344 -0.821
C -2.433 1.280 -1.263
O -1.642 -1.404 -1.012
C -2.524 -0.986 -1.743
O -3.425 -1.790 -2.317
N -2.814 0.320 -2.120
C -4.368 -1.041 -3.119
C -3.919 0.378 -3.096
H -5.346 -1.160 -2.662
H -4.361 -1.481 -4.112
H -4.699 1.076 -2.808
H -3.520 0.688 -4.068
C -3.131 2.526 -0.983
C -2.181 3.321 -0.419
H -3.559 2.825 -1.977
H -1.341 3.706 -1.152
H -2.520 4.301 -0.159
N 3.254 -2.378 1.681
C 3.668 -2.919 0.452
C 2.912 -2.266 -0.513
N 2.065 -1.374 0.135
C 2.290 -1.449 1.458
C 1.548 -0.672 2.413
N 0.555 0.163 2.069
C 0.082 0.727 3.230
C 0.788 0.221 4.305
N 1.714 -0.662 3.775
H 3.606 -2.639 2.591
H 4.391 -3.665 0.359
H 2.909 -2.362 -1.569
H -0.717 1.446 3.220
H 0.695 0.416 5.353
H 2.403 -1.209 4.279
*
```

***

The following is a DFT calculation (the ωB97M-V functional and the def2-TZVPD basis) of a molecular structure, C13H33AsIrO5PS3.

Calculated values
E_tot: -129714.47903 eV
LUMO: -0.21241 Ha

ORCA input file:
```
! RIJCOSX wB97M-V def2-TZVPD def2/J DEFGRID3
* xyz 2 1
Ir -0.596 0.654 0.402
C -0.154 3.384 2.231
O -0.950 2.657 1.272
C -2.311 3.107 1.219
C -2.983 2.426 0.049
O -2.723 1.002 0.038
C -3.535 0.196 0.921
C -2.860 0.026 2.267
O -1.531 -0.504 2.081
C -1.541 -1.943 2.044
H -0.200 4.445 1.991
H 0.865 3.023 2.145
H -0.535 3.207 3.239
H -2.325 4.189 1.070
H -2.802 2.893 2.171
H -2.580 2.789 -0.894
H -4.060 2.595 0.062
H -3.648 -0.762 0.413
H -4.520 0.650 1.029
H -3.434 -0.648 2.905
H -2.735 0.969 2.791
H -1.833 -2.318 3.025
H -0.538 -2.273 1.797
H -2.230 -2.312 1.282
C 3.964 -1.167 -3.120
C 2.476 -1.315 -3.285
O 1.840 -0.228 -2.526
P 0.296 -0.095 -2.369
S -0.483 -1.276 -0.900
S -0.112 1.731 -1.609
O -0.256 -0.422 -3.785
C -1.685 -0.484 -4.131
C -1.980 0.559 -5.174
H 4.468 -1.941 -3.699
H 4.258 -1.271 -2.075
H 4.296 -0.196 -3.483
H 2.108 -2.263 -2.887
H 2.164 -1.218 -4.322
H -2.267 -0.339 -3.219
H -1.843 -1.496 -4.496
H -1.815 1.564 -4.784
H -3.023 0.475 -5.480
H -1.354 0.414 -6.053
C 1.812 -1.163 3.820
As 2.462 -0.980 2.019
C 4.319 -0.526 2.144
C 2.351 -2.670 1.115
S 1.647 0.708 0.942
H 2.511 -1.782 4.381
H 0.831 -1.625 3.832
H 1.758 -0.171 4.262
H 4.858 -1.367 2.578
H 4.431 0.353 2.775
H 4.698 -0.314 1.147
H 2.860 -3.416 1.727
H 2.851 -2.572 0.153
H 1.316 -2.957 0.951
*
```

***

The following is a DFT calculation (the ωB97M-V functional and the def2-TZVPD basis) of C19H20N2O3S in the gas phase.

Calculated values
E_tot: -39985.87442 eV
Structure (SMILES): COCCCNC(=O)Cn1cc(C(=O)c2cccs2)c2ccccc21
LUMO: -0.00031 Ha

ORCA input file:
```
! RIJCOSX wB97M-V def2-TZVPD def2/J DEFGRID3
* xyz 0 1
C 0.920 2.468 1.587
O -0.476 2.571 1.521
C -1.129 1.345 1.749
C -2.635 1.545 1.599
C -3.025 2.003 0.194
N -2.636 1.027 -0.800
C -1.958 1.349 -1.915
O -1.766 2.477 -2.305
C -1.405 0.115 -2.662
N -0.617 -0.678 -1.759
C 0.610 -0.309 -1.312
C 1.011 -1.115 -0.270
C 2.206 -1.020 0.558
O 2.243 -1.459 1.698
C 3.390 -0.355 -0.003
C 4.458 0.090 0.733
C 5.484 0.639 -0.054
C 5.200 0.590 -1.385
S 3.670 -0.113 -1.699
C -0.069 -2.036 -0.044
C -0.267 -3.074 0.863
C -1.451 -3.774 0.805
C -2.432 -3.467 -0.141
C -2.257 -2.448 -1.054
C -1.066 -1.732 -0.998
H 1.307 1.779 0.824
H 1.315 3.466 1.409
H 1.249 2.110 2.570
H -0.902 0.977 2.762
H -0.767 0.587 1.038
H -3.137 0.605 1.839
H -2.959 2.306 2.309
H -2.512 2.935 -0.054
H -4.107 2.170 0.148
H -2.749 0.056 -0.545
H -0.786 0.469 -3.490
H -2.226 -0.484 -3.062
H 1.099 0.540 -1.750
H 4.481 0.021 1.805
H 6.396 1.047 0.345
H 5.800 0.928 -2.206
H 0.494 -3.301 1.593
H -1.632 -4.579 1.501
H -3.347 -4.041 -0.158
H -3.020 -2.227 -1.787
*
```

***

The following is a DFT calculation (the ωB97M-V functional and the def2-TZVPD basis) of 2 unconnected molecules or ions with the total composition C3HBrF2 in a non-equilibrium geometry.

Calculated values
E_tot: -78598.36787 eV
LUMO: -0.02379 Ha

ORCA input file:
```
! RIJCOSX wB97M-V def2-TZVPD def2/J DEFGRID3
* xyz 0 1
C -1.751 -0.394 0.276
C -1.565 -1.209 -0.568
C 1.509 1.373 0.138
F -1.152 -2.045 -1.419
F 1.691 0.636 1.241
Br 2.980 1.446 -0.865
H -1.712 0.193 1.197
*
```

***

The following is a DFT calculation (the ωB97M-V functional and the def2-TZVPD basis) of a molecular structure, C13H25ClNPmSiZn in a non-equilibrium geometry.

Calculated values
E_tot: -100749.28939 eV
LUMO (spin up / spin down): 0.17410 / 0.17410 Ha

ORCA input file:
```
! RIJCOSX wB97M-V def2-TZVPD def2/J DEFGRID3
* xyz -2 5
Pm -1.232 0.245 -0.799
Cl -1.786 2.656 -1.380
C -3.046 -1.355 -0.695
H -3.174 -1.865 0.266
H -2.637 -2.068 -1.437
H -4.000 -0.954 -1.061
Zn 0.407 -1.057 -3.945
C 2.122 -0.121 -4.473
C -1.104 -0.928 -5.285
C 0.094 -1.553 -2.020
H -1.641 -1.879 -5.372
H -1.788 -0.144 -4.935
H -0.692 -0.645 -6.262
H 2.995 -0.694 -4.135
H 2.153 0.002 -5.563
H 2.118 0.865 -3.988
H -0.545 -2.467 -1.960
H 1.027 -1.817 -1.467
C -2.846 1.076 1.624
Si -1.198 0.782 2.464
C -0.717 2.313 3.401
C -1.356 -0.698 3.579
N -0.029 0.507 1.192
C 1.336 0.374 1.331
C 2.140 0.398 0.152
C 3.503 0.122 0.226
C 4.113 -0.087 1.469
C 3.349 -0.029 2.642
C 1.973 0.191 2.588
H -3.505 1.319 2.470
H -3.276 0.197 1.113
H -2.846 1.935 0.933
H -1.462 2.520 4.181
H 0.272 2.220 3.865
H -0.679 3.165 2.709
H -1.771 -1.553 3.028
H -0.386 -1.007 3.987
H -2.032 -0.471 4.417
H 1.664 0.617 -0.818
H 4.089 0.091 -0.692
H 5.184 -0.289 1.528
H 3.827 -0.147 3.615
H 1.382 0.232 3.509
*
```

***

The following is a DFT calculation (the ωB97M-V functional and the def2-TZVPD basis) of 11 unconnected molecules or ions with the total composition C13H48N18O13 in a non-equilibrium geometry.

Calculated values
E_tot: -67698.68950 eV
Structure (SMILES): NC(N)=O.NC(N)=O.NC(N)=O.NC(N)=O.NC(N)=O.NC(N)=O.NC(N)=O.NC(N)=O.NC(N)=O.OCCO.OCCO
LUMO: 0.00534 Ha

ORCA input file:
```
! RIJCOSX wB97M-V def2-TZVPD def2/J DEFGRID3
* xyz 0 1
N 27.545 -7.267 1.057
C 27.988 -6.486 1.926
N 27.276 -6.570 3.010
O 29.040 -5.873 1.832
H 28.037 -7.171 0.179
H 26.667 -7.734 1.231
H 27.469 -5.978 3.806
H 26.541 -7.262 3.035
N 41.466 -5.859 -2.829
C 42.304 -6.748 -3.210
N 43.423 -6.221 -3.527
O 41.982 -7.881 -3.405
H 41.674 -4.901 -2.586
H 40.624 -6.242 -2.423
H 43.665 -5.361 -3.056
H 44.027 -6.945 -3.889
N 38.329 -8.581 6.280
C 37.950 -9.453 5.454
N 38.871 -10.290 5.144
O 36.831 -9.428 4.967
H 39.300 -8.514 6.550
H 37.681 -7.879 6.607
H 38.640 -11.105 4.595
H 39.689 -10.378 5.730
N 34.342 -6.600 1.591
C 34.757 -6.101 0.433
N 33.744 -5.635 -0.175
O 35.885 -6.044 0.001
H 34.924 -7.283 2.054
H 33.344 -6.526 1.730
H 34.092 -5.143 -0.985
H 32.796 -5.693 0.168
N 29.752 0.833 2.451
C 30.763 0.242 2.972
N 30.564 -1.064 2.998
O 31.797 0.708 3.348
H 28.797 0.510 2.391
H 29.899 1.787 2.151
H 31.332 -1.699 3.160
H 29.677 -1.496 2.783
N 27.898 -4.092 -4.717
C 28.491 -4.456 -3.637
N 28.959 -3.575 -2.785
O 28.888 -5.608 -3.562
H 27.770 -4.912 -5.293
H 27.352 -3.264 -4.908
H 28.721 -2.601 -2.902
H 29.165 -3.929 -1.862
N 33.936 -9.851 -2.211
C 32.973 -10.496 -1.624
N 33.232 -10.694 -0.365
O 32.056 -11.041 -2.187
H 34.823 -9.999 -1.751
H 33.798 -9.252 -3.012
H 34.131 -10.291 -0.144
H 32.414 -10.560 0.211
N 34.128 -3.894 6.036
C 33.080 -3.982 6.729
N 32.979 -3.097 7.620
O 32.268 -4.848 6.647
H 34.673 -3.051 6.151
H 34.359 -4.579 5.330
H 33.830 -2.628 7.898
H 32.115 -3.195 8.133
N 28.916 -10.519 5.495
C 30.035 -10.719 4.870
N 30.996 -9.966 5.346
O 30.152 -11.414 3.931
H 28.932 -10.034 6.381
H 28.115 -11.087 5.257
H 31.937 -9.975 4.979
H 30.746 -9.180 5.930
O 32.798 -6.295 -5.927
C 33.185 -5.170 -6.646
C 33.693 -4.116 -5.705
O 34.957 -4.399 -5.139
H 31.896 -6.138 -5.638
H 33.954 -5.632 -7.266
H 32.363 -4.829 -7.276
H 33.099 -3.978 -4.801
H 33.610 -3.126 -6.153
H 35.292 -3.671 -4.610
O 37.273 -1.407 -1.713
C 38.585 -0.962 -1.946
C 38.688 0.451 -2.590
O 38.043 1.465 -1.925
H 37.258 -2.171 -1.131
H 39.206 -0.973 -1.050
H 39.135 -1.532 -2.694
H 38.129 0.498 -3.525
H 39.665 0.867 -2.833
H 38.300 1.473 -1.000
*
```